Here is a molecular structure, C32H51N8RbS from the Open Molecules 2025 dataset. Energies are from ωB97M-V/def2-TZVPD.

The geometry in ORCA input format:
```
! wB97M-V def2-TZVPD RIJCOSX def2/J DEFGRID3
* xyz 0 1
Rb 0.390 -0.390 0.338
C 2.280 -3.861 1.254
C 1.635 -2.864 2.191
C 2.379 -1.762 2.643
C 3.843 -1.643 2.283
C 1.772 -0.784 3.433
C 2.536 0.433 3.893
C 0.428 -0.914 3.809
C -0.158 0.160 4.695
C -0.305 -2.028 3.396
C -1.745 -2.228 3.805
C 0.307 -3.015 2.606
C -0.481 -4.263 2.276
H 2.944 -3.361 0.550
H 1.546 -4.394 0.656
H 2.876 -4.600 1.796
H 3.997 -0.985 1.422
H 4.275 -2.609 2.039
H 4.419 -1.238 3.113
H 3.460 0.569 3.337
H 2.794 0.362 4.953
H 1.941 1.338 3.761
H -0.213 1.118 4.170
H 0.477 0.324 5.567
H -1.149 -0.085 5.064
H -2.319 -2.703 3.010
H -2.245 -1.295 4.046
H -1.821 -2.877 4.682
H -1.261 -4.077 1.531
H -0.981 -4.641 3.168
H 0.152 -5.060 1.898
S 1.195 1.299 -2.232
C 1.011 0.224 -3.586
N 1.055 0.587 -4.837
N 1.248 1.877 -5.062
C 1.256 2.386 -6.354
C 1.089 1.565 -7.468
C 1.101 2.125 -8.735
C 1.276 3.491 -8.915
C 1.443 4.301 -7.800
C 1.434 3.758 -6.527
N 0.769 -1.162 -3.530
N 0.611 -1.669 -2.403
C 0.375 -3.080 -2.467
C -0.285 -3.657 -1.389
C -0.554 -5.018 -1.373
C -0.142 -5.817 -2.430
C 0.534 -5.242 -3.501
C 0.790 -3.883 -3.527
H 1.338 2.480 -4.246
H 0.951 0.504 -7.323
H 0.970 1.481 -9.596
H 1.283 3.918 -9.909
H 1.582 5.369 -7.921
H 1.564 4.392 -5.658
H -0.599 -3.029 -0.561
H -1.081 -5.456 -0.534
H -0.342 -6.880 -2.419
H 0.863 -5.862 -4.325
H 1.308 -3.421 -4.355
N -2.002 1.219 1.557
C -3.266 0.467 1.623
C -3.988 0.379 0.282
C -3.452 -0.641 -0.716
N -2.150 -0.252 -1.249
H -1.730 1.518 2.488
H -2.156 2.075 1.031
H -3.955 0.906 2.354
H -3.042 -0.546 1.968
H -4.005 1.370 -0.188
H -5.032 0.127 0.484
H -4.209 -0.792 -1.497
H -3.336 -1.605 -0.207
H -2.210 0.622 -1.761
H -1.800 -0.942 -1.906
C 1.406 4.555 -0.364
C 1.111 4.259 1.107
C 2.208 4.835 1.995
C -0.238 4.858 1.491
N 0.987 2.814 1.392
N 2.066 1.981 0.988
H 1.407 5.632 -0.538
H 0.660 4.096 -1.017
H 2.383 4.176 -0.671
H 2.276 5.916 1.859
H 3.184 4.414 1.745
H 1.998 4.627 3.046
H -0.229 5.941 1.361
H -0.475 4.632 2.532
H -1.033 4.457 0.856
H 0.162 2.464 0.914
H 2.822 2.092 1.650
H 2.401 2.197 0.050
*
```

As for the relative energy (zero: lowest compared OMol25 entry of this formula, charge and spin): 0.169 eV. The calculation puts the calculated total energy at -2110.2672 Eh. The value obtained for the HOMO energy is -0.23304 Ha. For the LUMO energy, the calculation gives 0.08 eV.